Molecular formula: C33H34BN12OS5Se2Ti
Method: DFT, ωB97M-V with the def2-TZVPD basis set

CARTESIAN COORDINATES (ANGSTROEM)
Ti1 -0.11557 0.09512 -0.69489
C1 0.34072 -3.15180 -3.69061
C2 0.12163 -2.87877 -2.34419
N1 0.64878 -1.70114 -2.00628
N2 1.22717 -1.20581 -3.13070
C3 1.04000 -2.05504 -4.15515
B1 2.11027 0.07214 -3.07999
N3 1.15933 1.30755 -3.14110
C4 1.08489 2.36293 -3.96092
C5 -0.04182 3.10364 -3.63681
C6 -0.62569 2.43262 -2.58064
N4 0.10198 1.33997 -2.27081
N5 2.77551 0.06111 -1.68657
C7 4.08126 0.15493 -1.39596
C8 4.22848 0.08374 -0.02580
C9 2.93358 -0.04026 0.46227
N6 2.05437 -0.05974 -0.54655
N7 3.17038 0.01977 -4.14961
C10 3.95540 -1.05858 -4.43348
C11 4.87839 -0.67257 -5.36322
C12 4.58912 0.68959 -5.59508
N8 3.57314 1.10139 -4.86320
H1 0.04450 -4.02795 -4.24433
H2 -0.36087 -3.50186 -1.60632
H3 1.43719 -1.83153 -5.13292
H4 1.85281 2.50507 -4.70076
H5 -0.38737 4.00953 -4.10319
H6 -1.53327 2.66206 -2.05352
H7 4.81420 0.26182 -2.18035
H8 5.14435 0.13459 0.53933
H9 2.60290 -0.11511 1.48252
H10 3.80249 -2.01307 -3.95142
H11 5.65107 -1.27262 -5.81476
H12 5.08322 1.37862 -6.26368
Se1 -1.39854 -1.89302 0.75495
Se2 -3.16977 -2.23720 2.19629
C13 -3.11270 -0.60987 3.26573
C14 -4.05742 -0.42707 4.26364
C15 -3.94216 0.71398 5.04112
C16 -2.90500 1.59897 4.80144
C17 -2.02301 1.31648 3.77040
N9 -2.13015 0.22658 3.00816
C18 -2.37576 -1.71942 -0.90071
C19 -3.50034 -2.43099 -1.27352
C20 -4.01771 -2.22194 -2.54115
C21 -3.38640 -1.32581 -3.39405
C22 -2.27262 -0.65183 -2.94616
N10 -1.78304 -0.84068 -1.71582
H13 -4.85031 -1.14603 4.42595
H14 -4.66265 0.90862 5.82515
H15 -2.77765 2.49065 5.40031
H16 -1.19254 1.97211 3.53389
H17 -3.95638 -3.12921 -0.58662
H18 -4.89897 -2.75921 -2.86607
H19 -3.75100 -1.15273 -4.39670
H20 -1.75453 0.06579 -3.56638
S1 -2.36598 1.13456 -0.08832
S2 -2.34966 2.88775 0.94948
S3 -0.41425 3.51499 0.55399
S4 0.62617 1.81577 0.86010
C23 -1.33155 -5.16501 4.49465
C24 -0.69362 -3.87400 5.00236
C25 0.82812 -3.89472 4.91352
N11 1.33206 -4.08276 3.54862
C26 1.39554 -3.12057 2.62860
S5 0.94141 -1.52756 2.92034
N12 1.82633 -3.45603 1.35618
C27 2.21742 -4.68798 0.79241
O1 1.94372 -4.90547 -0.36405
C28 3.03323 -5.62255 1.61551
C29 4.03208 -5.14080 2.46024
C30 4.84899 -6.03224 3.13510
C31 4.66057 -7.40102 2.98316
C32 3.67170 -7.88032 2.13307
C33 2.86874 -6.99257 1.43545
H21 -2.40566 -5.16529 4.68104
H22 -0.90293 -6.03898 4.99288
H23 -1.18776 -5.27368 3.41683
H24 -0.96376 -3.70271 6.04754
H25 -1.06386 -3.02209 4.43083
H26 1.22255 -4.72412 5.50201
H27 1.24412 -2.96428 5.29272
H28 1.50397 -5.03230 3.26166
H29 1.62540 -2.75169 0.66460
H30 4.17665 -4.07307 2.57472
H31 5.63588 -5.65943 3.77918
H32 5.29475 -8.09603 3.51779
H33 3.53803 -8.94764 2.00930
H34 2.10802 -7.34760 0.75163

The calculation puts the LUMO energy (alpha / beta) at -3.8919 / -3.8942 eV. Its charge is +1. As for the spin multiplicity: 1. The total energy is -9678.39264 Eh. For the gap between HOMO and LUMO (alpha / beta), the calculation gives 5.68 / 5.67 eV. The energy relative to the best compared isomer or geometry (same formula, charge and spin) is 7.1 kcal/mol.



Molecular formula: C33H34BrF5N3S
Method: DFT, ωB97M-V with the def2-TZVPD basis set

CARTESIAN COORDINATES (ANGSTROEM)
C1 -2.40350 6.45675 -1.69855
C2 -2.40258 7.54596 -2.76340
N1 -1.64417 7.16091 -3.95282
C3 -2.09408 6.35218 -4.85718
N2 -3.30079 5.73110 -4.78239
S1 -4.58707 6.70271 -5.47277
N3 -1.37567 6.08684 -5.96628
Br1 -0.97819 4.24004 -6.01778
H1 -1.46335 5.93095 -1.76233
H2 -3.19164 5.73028 -1.83151
H3 -2.54000 6.90381 -0.73104
H4 -1.94150 8.42462 -2.35277
H5 -3.41078 7.83121 -3.01195
H6 -0.71855 7.55285 -4.05783
H7 -3.49760 5.37080 -3.85642
H8 -5.43756 6.70798 -4.43369
H9 -0.51492 6.62264 -6.00777
F1 -3.08366 2.75405 -1.98368
C4 -1.91479 2.33093 -1.43594
C5 -1.37931 1.12535 -1.83698
C6 -0.17929 0.71015 -1.27647
C7 0.45680 1.49817 -0.32486
C8 -0.10312 2.70651 0.06559
C9 -1.29763 3.12907 -0.49755
H10 -1.89618 0.52249 -2.57236
H11 0.25657 -0.22611 -1.58043
H12 1.38823 1.16645 0.11393
H13 0.38609 3.32034 0.81002
H14 -1.75258 4.06816 -0.21009
F2 0.02944 -2.18145 -0.47296
C10 0.18078 -2.31073 0.86588
C11 -0.91861 -2.14245 1.68053
C12 -0.75913 -2.27687 3.05159
C13 0.48900 -2.56770 3.58428
C14 1.58193 -2.72758 2.74472
C15 1.42956 -2.60361 1.37167
H15 -1.88148 -1.91101 1.24435
H16 -1.61241 -2.15651 3.70493
H17 0.60901 -2.67309 4.65390
H18 2.55455 -2.95531 3.15907
H19 2.26618 -2.73615 0.69778
F3 1.39698 -6.08939 4.24850
C16 0.70900 -6.47489 3.15503
C17 -0.61542 -6.83896 3.28795
C18 -1.32118 -7.22837 2.15917
C19 -0.69719 -7.25646 0.92007
C20 0.63628 -6.88998 0.80804
C21 1.34600 -6.49198 1.93059
H20 -1.08227 -6.81711 4.26383
H21 -2.36112 -7.51163 2.24867
H22 -1.24965 -7.56474 0.04263
H23 1.12690 -6.91556 -0.15513
H24 2.38463 -6.19539 1.86074
F4 1.90257 -8.65902 -2.10623
C22 3.13576 -8.11825 -2.13848
C23 3.26530 -6.74795 -2.25085
C24 4.53561 -6.19205 -2.27871
C25 5.65521 -7.00762 -2.20188
C26 5.50369 -8.38265 -2.09219
C27 4.23701 -8.94581 -2.05583
H25 2.38031 -6.12797 -2.31674
H26 4.65049 -5.11964 -2.36083
H27 6.64483 -6.57182 -2.22721
H28 6.37476 -9.02082 -2.03528
H29 4.09895 -10.01480 -1.96408
F5 -0.80818 5.97488 1.44480
C28 -0.65372 5.81944 2.78506
C29 -1.75576 5.94558 3.60321
C30 -1.59310 5.78032 4.97039
C31 -0.33907 5.50091 5.49477
C32 0.75581 5.38202 4.65097
C33 0.60096 5.53827 3.28160
H30 -2.72393 6.16928 3.17459
H31 -2.44752 5.86976 5.62676
H32 -0.21587 5.37581 6.56165
H33 1.73407 5.16797 5.05850
H34 1.44087 5.44392 2.60545

The calculation puts the LUMO energy at -4.5324 eV. Its charge is +1. As for the spin multiplicity: 1. The total energy is -4913.37541 Eh. For the gap between HOMO and LUMO, the calculation gives 5.70 eV.



Molecular formula: C33H34ClNOPPtS
Method: DFT, ωB97M-V with the def2-TZVPD basis set

CARTESIAN COORDINATES (ANGSTROEM)
Pt1 0.05035 0.24014 -0.10315
C1 -4.45099 -4.13235 -0.23522
C2 -4.14137 -3.95399 1.10357
C3 -3.28370 -2.93528 1.49655
C4 -2.71794 -2.08803 0.54175
C5 -3.07769 -2.24470 -0.79754
C6 -3.92762 -3.26490 -1.18501
P1 -1.79224 -0.59490 1.01731
C7 -1.56970 -0.67613 2.81414
C8 -1.95260 0.39317 3.61643
C9 -1.78825 0.32336 4.99265
C10 -1.24610 -0.81176 5.57484
C11 -0.86343 -1.88424 4.77784
C12 -1.01680 -1.81216 3.40349
C13 -2.99476 0.67472 0.65160
C14 -4.25120 0.71101 1.19956
C15 -5.16097 1.69899 0.78996
C16 -4.80616 2.57788 -0.19641
C17 -3.54064 2.51593 -0.82266
C18 -3.21942 3.34889 -1.92015
C19 -2.02879 3.18465 -2.55030
C20 -1.08699 2.23216 -2.08819
C21 -1.31477 1.45041 -0.99517
C22 -2.59834 1.56021 -0.36874
H1 -5.11576 -4.93082 -0.53702
H2 -4.57476 -4.60257 1.85329
H3 -3.07754 -2.80330 2.54713
H4 -2.72238 -1.54143 -1.54405
H5 -4.19052 -3.37359 -2.22874
H6 -2.36402 1.28864 3.17197
H7 -2.08419 1.16198 5.60835
H8 -1.12587 -0.86552 6.64894
H9 -0.45646 -2.77979 5.23124
H10 -0.72854 -2.65125 2.78398
H11 -4.54649 -0.01709 1.94630
H12 -6.14436 1.74410 1.23774
H13 -5.51064 3.32707 -0.53673
H14 -3.94020 4.08062 -2.26170
H15 -1.77646 3.78583 -3.41404
H16 -0.17105 2.16523 -2.64529
C23 1.99772 2.58822 -0.99930
N1 1.80885 1.11995 -1.09738
C24 2.98948 0.51328 -0.44174
C25 1.80999 0.65711 -2.51648
C26 1.20183 -0.71288 -2.59219
C27 1.55051 -1.58094 -3.62023
C28 1.04368 -2.86861 -3.65485
C29 0.23459 -3.30598 -2.61886
C30 -0.11276 -2.44294 -1.58938
C31 0.31638 -1.12067 -1.58303
H17 2.91591 2.85706 -1.52887
H18 2.07572 2.85970 0.04863
H19 1.15806 3.11728 -1.43200
H20 3.89971 0.90981 -0.89797
H21 2.96516 -0.56455 -0.57529
H22 2.97072 0.78029 0.61335
H23 2.84090 0.67407 -2.88091
H24 1.26119 1.36369 -3.13393
H25 2.23975 -1.24933 -4.38849
H26 1.31268 -3.53808 -4.46084
H27 -0.12550 -4.32703 -2.60494
H28 -0.68125 -2.83050 -0.75586
Cl1 0.34428 1.82294 1.71232
C32 2.31033 -3.28292 2.40992
S1 2.42787 -1.60914 1.81051
C33 2.47553 -0.74375 3.37076
O1 1.04602 -1.33087 1.23360
H29 1.44247 -3.37424 3.06033
H30 3.22599 -3.52031 2.95108
H31 2.21321 -3.93323 1.54308
H32 3.43724 -0.94384 3.84368
H33 1.64493 -1.06604 3.99624
H34 2.36919 0.31656 3.14432

The calculation puts the LUMO energy at -2.8219 eV. Its charge is +1. As for the spin multiplicity: 1. The total energy is -2726.78904 Eh. For the gap between HOMO and LUMO, the calculation gives 7.86 eV. The energy relative to the best compared isomer or geometry (same formula, charge and spin) is 7.8 kcal/mol.